C45H95Be2F4N7O13S4 | ωB97M-V with the def2-TZVPD basis set

## Properties
Charge = +2
DFT total energy = -5153.04061 Eh
LUMO = -10.40 eV
Energy above the lowest of the compared OMol25 structures with the same formula, charge and spin = 238.9 kcal/mol
F_max = 8.64 eV Å⁻¹

Element x y z (Å)
Be (3.610, 3.272, 4.803)
Be (-4.875, 6.920, 2.979)
N (-1.796, 4.100, 1.514)
S (-0.363, 4.315, 0.574)
O (-0.451, 3.943, -0.821)
O (0.904, 4.133, 1.256)
F (-0.436, 5.951, 0.342)
S (-1.392, 2.594, 1.781)
O (-0.335, 2.461, 2.790)
O (-1.490, 1.574, 0.756)
F (-2.623, 2.297, 2.774)
N (0.803, 6.215, 6.063)
S (0.328, 7.863, 5.748)
O (0.735, 8.977, 6.624)
O (-0.838, 7.918, 4.853)
F (1.475, 8.013, 4.605)
S (-0.475, 6.011, 6.931)
O (-1.784, 5.806, 6.242)
O (-0.426, 6.581, 8.216)
F (-0.199, 4.480, 7.232)
C (-0.455, 4.542, -8.299)
C (-1.865, 4.406, -8.855)
C (-1.822, 3.417, -9.974)
C (-3.142, 2.838, -10.575)
C (-3.913, 2.304, -9.331)
C (-4.079, 3.306, -8.110)
N (-2.731, 3.883, -7.734)
O (-2.658, 4.623, -6.543)
C (-5.162, 4.435, -8.500)
C (-4.611, 2.363, -6.993)
C (-2.456, 5.748, -9.377)
H (-0.030, 3.540, -8.241)
H (-0.376, 4.978, -7.302)
H (0.234, 4.932, -9.049)
H (-1.193, 3.860, -10.746)
H (-1.274, 2.485, -9.837)
H (-2.816, 1.985, -11.171)
H (-3.641, 3.637, -11.123)
H (-3.318, 1.479, -8.939)
H (-4.895, 1.982, -9.677)
H (-5.507, 4.407, -9.534)
H (-6.120, 4.313, -7.995)
H (-5.010, 5.471, -8.199)
H (-3.872, 1.876, -6.356)
H (-5.100, 3.020, -6.274)
H (-5.325, 1.607, -7.320)
H (-1.748, 6.447, -9.821)
H (-2.951, 6.411, -8.668)
H (-3.255, 5.575, -10.098)
H (-2.208, 4.011, -5.956)
C (-0.210, -6.896, 8.126)
C (0.246, -5.524, 8.672)
C (0.363, -4.530, 7.505)
C (-0.948, -3.934, 6.976)
C (-1.823, -3.474, 8.116)
C (-1.971, -4.422, 9.349)
N (-0.663, -5.021, 9.707)
O (-0.760, -5.712, 10.903)
C (-2.453, -3.445, 10.470)
C (-3.027, -5.472, 9.032)
C (1.697, -5.646, 9.214)
H (-0.106, -7.709, 8.845)
H (0.439, -7.229, 7.316)
H (-1.268, -6.927, 7.866)
H (1.213, -3.848, 7.479)
H (0.670, -5.084, 6.617)
H (-1.534, -4.656, 6.407)
H (-0.739, -3.111, 6.292)
H (-2.818, -3.165, 7.796)
H (-1.368, -2.556, 8.488)
H (-3.355, -2.867, 10.267)
H (-2.690, -4.002, 11.376)
H (-1.717, -2.720, 10.818)
H (-2.832, -6.388, 9.590)
H (-4.018, -5.116, 9.314)
H (-3.132, -5.712, 7.974)
H (2.416, -5.731, 8.398)
H (1.833, -6.597, 9.727)
H (2.000, -4.800, 9.831)
H (-0.651, -4.973, 11.505)
C (1.123, -2.278, -3.859)
C (2.283, -3.132, -3.389)
C (2.469, -4.279, -4.413)
C (3.234, -3.811, -5.652)
C (4.515, -3.104, -5.216)
C (4.341, -1.895, -4.341)
N (3.568, -2.394, -3.117)
O (3.430, -1.269, -2.253)
C (5.773, -1.430, -3.897)
C (3.694, -0.773, -5.240)
C (2.057, -3.705, -1.958)
H (0.971, -1.428, -3.193)
H (0.218, -2.879, -3.942)
H (1.268, -1.872, -4.860)
H (3.026, -5.079, -3.926)
H (1.529, -4.703, -4.769)
H (2.711, -3.162, -6.354)
H (3.299, -4.702, -6.277)
H (5.104, -2.992, -6.127)
H (4.957, -3.880, -4.591)
H (6.241, -0.888, -4.720)
H (5.764, -0.679, -3.107)
H (6.405, -2.276, -3.628)
H (4.372, -0.519, -6.055)
H (2.771, -0.893, -5.808)
H (3.487, 0.034, -4.537)
H (2.928, -4.302, -1.688)
H (1.227, -4.398, -2.090)
H (1.812, -2.881, -1.287)
H (3.673, -1.578, -1.378)
C (-8.054, -7.099, 2.035)
C (-7.997, -5.552, 1.953)
C (-6.637, -5.113, 1.457)
C (-6.498, -3.688, 1.075)
C (-7.694, -3.138, 0.321)
C (-9.078, -3.442, 0.920)
N (-9.091, -4.955, 1.183)
O (-10.267, -5.322, 1.840)
C (-9.338, -2.511, 2.184)
C (-10.077, -3.176, -0.241)
C (-7.910, -5.019, 3.427)
H (-8.907, -7.516, 2.571)
H (-7.149, -7.419, 2.550)
H (-8.149, -7.560, 1.051)
H (-5.846, -5.484, 2.109)
H (-6.426, -5.727, 0.581)
H (-5.541, -3.483, 0.595)
H (-6.261, -3.094, 1.958)
H (-7.596, -3.694, -0.611)
H (-7.586, -2.073, 0.119)
H (-9.511, -3.256, 2.961)
H (-8.520, -1.952, 2.637)
H (-10.148, -1.789, 2.081)
H (-9.804, -3.715, -1.149)
H (-11.059, -3.548, 0.049)
H (-10.204, -2.113, -0.445)
H (-7.355, -5.614, 4.152)
H (-8.900, -5.055, 3.881)
H (-7.597, -3.980, 3.528)
H (-10.707, -5.718, 1.084)
C (9.860, 2.246, 1.001)
C (9.948, 3.701, 0.619)
C (10.961, 3.775, -0.528)
C (10.975, 5.156, -1.314)
C (9.501, 5.492, -1.803)
C (8.407, 5.346, -0.725)
N (8.599, 4.129, 0.149)
O (7.663, 3.902, 1.146)
C (8.418, 6.612, 0.234)
C (7.109, 5.333, -1.455)
C (10.416, 4.570, 1.831)
H (10.790, 1.737, 1.254)
H (9.373, 1.776, 0.147)
H (9.095, 2.030, 1.746)
H (11.986, 3.681, -0.170)
H (10.876, 2.949, -1.234)
H (11.593, 4.972, -2.192)
H (11.421, 5.922, -0.679)
H (9.162, 4.783, -2.558)
H (9.473, 6.477, -2.269)
H (7.848, 6.428, 1.145)
H (9.352, 7.095, 0.520)
H (7.943, 7.455, -0.267)
H (6.970, 4.541, -2.190)
H (6.308, 5.095, -0.754)
H (6.948, 6.331, -1.862)
H (10.232, 5.638, 1.711)
H (11.451, 4.446, 2.149)
H (9.845, 4.212, 2.688)
H (7.265, 3.088, 0.829)

Atomic partial charges in e from the Mulliken method, atoms 1 to 6: atom 1 (Be): 0.503, atom 2 (Be): 0.580, atom 3 (N): -0.189, atom 4 (S): 1.087, atom 5 (O): -0.539, atom 6 (O): -0.496

C21H29FN4O2 | ωB97M-V with the def2-TZVPD basis set

## Properties
DFT total energy = -1287.01742 Eh
LUMO = 0.38 eV
Structure (SMILES) = CCCCNC(=O)c1cn(CC)c2cc(N3CCN(C)CC3)c(F)cc2c1=O
F_max = 0.78 eV Å⁻¹

Element x y z (Å)
C (-8.332, 0.110, 1.014)
C (-7.632, 1.447, 0.796)
C (-6.111, 1.320, 0.727)
H (-5.744, 0.814, 1.622)
C (-5.633, 0.554, -0.509)
N (-4.196, 0.564, -0.604)
C (-3.447, -0.541, -0.479)
O (-3.902, -1.669, -0.350)
C (-1.970, -0.303, -0.528)
C (-1.186, -1.412, -0.449)
N (0.159, -1.420, -0.463)
C (0.839, -0.224, -0.589)
C (2.235, -0.172, -0.632)
C (2.935, 1.025, -0.732)
N (4.315, 1.095, -0.847)
C (5.074, -0.099, -1.146)
H (5.950, 0.218, -1.723)
C (5.533, -0.817, 0.144)
N (4.770, -0.287, 1.258)
C (4.922, -1.063, 2.466)
H (4.273, -0.646, 3.236)
H (4.619, -2.091, 2.274)
H (5.956, -1.067, 2.845)
C (5.073, 1.118, 1.479)
H (4.314, 1.506, 2.164)
C (5.028, 1.882, 0.139)
H (6.038, 2.044, -0.246)
H (4.559, 2.854, 0.272)
H (6.062, 1.252, 1.952)
H (5.342, -1.890, 0.074)
H (6.619, -0.680, 0.295)
H (4.481, -0.753, -1.784)
C (2.163, 2.204, -0.795)
C (0.798, 2.182, -0.754)
C (0.103, 0.973, -0.653)
C (-1.361, 1.007, -0.630)
O (-1.981, 2.072, -0.692)
H (0.230, 3.098, -0.813)
F (2.783, 3.402, -0.929)
H (2.806, -1.077, -0.547)
C (0.847, -2.695, -0.409)
C (1.240, -3.178, -1.804)
H (1.758, -4.131, -1.735)
H (0.351, -3.309, -2.416)
H (1.890, -2.459, -2.295)
H (1.725, -2.606, 0.235)
H (0.170, -3.420, 0.049)
H (-1.682, -2.370, -0.363)
H (-3.706, 1.455, -0.665)
H (-6.058, 1.008, -1.411)
H (-5.937, -0.494, -0.459)
H (-5.670, 2.320, 0.703)
H (-7.998, 1.903, -0.126)
H (-7.887, 2.118, 1.620)
H (-8.179, -0.553, 0.167)
H (-7.947, -0.378, 1.906)
H (-9.402, 0.260, 1.139)

Atomic partial charges in e from the Mulliken method, atoms 1 to 6: atom 1 (C): -1.149, atom 2 (C): -0.481, atom 3 (C): -0.410, atom 4 (H): 0.252, atom 5 (C): -0.977, atom 6 (N): -0.041

C59H51AsCl2N9OS2SeSn | ωB97M-V with the def2-TZVPD basis set

## Properties
Charge = +1
DFT total energy = -9415.02265 Eh
LUMO = -2.91 eV
Energy above the lowest of the compared OMol25 structures with the same formula, charge and spin = 3.2 kcal/mol
F_max = 0.86 eV Å⁻¹

Element x y z (Å)
Sn (-0.097, -0.260, 0.568)
Se (-5.794, -5.093, -3.399)
N (-5.690, -4.399, -1.772)
C (-4.451, -4.024, -1.614)
C (-3.960, -3.304, -0.446)
C (-4.828, -2.906, 0.567)
C (-4.366, -2.081, 1.564)
C (-3.053, -1.629, 1.469)
N (-2.211, -2.021, 0.528)
C (-2.618, -2.903, -0.391)
C (-1.661, -3.399, -1.407)
N (-0.300, -3.340, -1.203)
C (0.528, -3.745, -2.201)
C (0.080, -4.246, -3.399)
C (-1.272, -4.388, -3.601)
C (-2.130, -3.984, -2.591)
C (-3.562, -4.267, -2.715)
N (-4.083, -4.829, -3.770)
H (-5.858, -3.241, 0.532)
H (-5.002, -1.754, 2.375)
H (-2.658, -0.918, 2.188)
H (1.576, -3.640, -1.995)
H (0.804, -4.530, -4.150)
H (-1.686, -4.821, -4.502)
N (0.101, 0.011, -4.389)
C (-1.170, -0.504, -4.551)
C (-1.900, -0.881, -5.675)
C (-3.186, -1.336, -5.454)
C (-3.731, -1.398, -4.159)
C (-2.998, -1.023, -3.052)
C (-1.686, -0.589, -3.253)
N (-0.738, -0.156, -2.335)
C (0.294, 0.203, -3.048)
C (1.523, 0.780, -2.498)
C (2.590, 1.221, -3.217)
S (3.802, 1.810, -2.174)
C (2.823, 1.420, -0.830)
N (1.671, 0.900, -1.132)
H (0.752, 0.223, -5.123)
H (-1.489, -0.814, -6.676)
H (-3.791, -1.642, -6.297)
H (-4.751, -1.744, -4.036)
H (-3.423, -1.044, -2.054)
H (2.734, 1.234, -4.287)
H (3.150, 1.592, 0.189)
Cl (-0.753, -5.396, 1.208)
C (0.917, -4.937, 1.110)
C (1.869, -5.800, 1.616)
C (3.210, -5.452, 1.548)
C (3.587, -4.247, 0.987)
C (2.616, -3.405, 0.466)
Cl (3.119, -1.879, -0.208)
C (1.255, -3.718, 0.483)
N (0.218, -2.892, -0.011)
H (1.555, -6.732, 2.068)
H (3.961, -6.119, 1.953)
H (4.627, -3.949, 0.946)
C (3.309, -5.837, 5.528)
C (2.594, -4.608, 5.028)
C (3.229, -3.684, 4.215)
C (2.597, -2.533, 3.744)
C (3.416, -1.641, 2.840)
C (1.273, -2.278, 4.144)
As (0.087, -0.795, 3.610)
N (0.891, 0.387, 2.444)
C (1.585, 1.552, 2.786)
C (1.482, 2.664, 1.930)
C (2.167, 3.844, 2.181)
C (2.954, 3.974, 3.317)
C (3.021, 2.908, 4.204)
C (2.346, 1.722, 3.951)
C (-0.234, 0.331, 5.212)
C (-1.296, 1.243, 5.041)
C (-2.056, 1.393, 3.740)
C (-1.708, 2.045, 6.099)
C (-1.118, 1.966, 7.350)
C (-1.586, 2.816, 8.503)
C (-0.066, 1.078, 7.502)
C (0.405, 0.274, 6.466)
C (1.610, -0.571, 6.820)
C (0.600, -3.234, 4.933)
C (-0.839, -3.047, 5.359)
C (1.266, -4.372, 5.362)
H (4.262, -5.976, 5.016)
H (2.704, -6.733, 5.381)
H (3.515, -5.758, 6.598)
H (4.259, -3.864, 3.921)
H (4.270, -2.195, 2.448)
H (3.807, -0.778, 3.375)
H (2.832, -1.261, 2.005)
H (0.813, 2.588, 1.078)
H (2.062, 4.683, 1.501)
H (3.484, 4.896, 3.519)
H (3.608, 3.000, 5.111)
H (2.397, 0.915, 4.668)
H (-1.397, 1.482, 2.878)
H (-2.679, 2.288, 3.779)
H (-2.720, 0.539, 3.587)
H (-2.517, 2.752, 5.937)
H (-2.467, 3.399, 8.235)
H (-0.804, 3.509, 8.822)
H (-1.838, 2.192, 9.362)
H (0.437, 1.019, 8.465)
H (2.267, -0.001, 7.478)
H (2.186, -0.891, 5.964)
H (1.309, -1.473, 7.361)
H (-0.966, -2.150, 5.970)
H (-1.179, -3.900, 5.943)
H (-1.496, -2.946, 4.492)
H (0.736, -5.094, 5.976)
C (-2.948, 3.996, 0.628)
S (-2.735, 2.407, -0.169)
O (-1.375, 1.936, 0.275)
C (-2.535, 3.012, -1.837)
C (-3.603, 2.944, -2.716)
C (-3.441, 3.415, -4.013)
C (-2.216, 3.929, -4.413)
C (-1.147, 3.979, -3.522)
C (-1.302, 3.515, -2.226)
H (-2.055, 4.590, 0.437)
H (-3.070, 3.814, 1.695)
H (-3.837, 4.475, 0.216)
H (-4.553, 2.527, -2.395)
H (-4.265, 3.364, -4.712)
H (-2.093, 4.294, -5.425)
H (-0.193, 4.384, -3.838)
H (-0.477, 3.524, -1.520)

Atomic partial charges in e from the Mulliken method, atoms 1 to 6: atom 1 (Sn): 3.465, atom 2 (Se): 0.243, atom 3 (N): -0.960, atom 4 (C): 1.257, atom 5 (C): 0.944, atom 6 (C): -1.208